1.
104
Properties=species:S:1:pos:R:3 method="wB97M-V/def2-TZVPD" e_lumo_ev="4.05 / 3.97" spin_multiplicity=2 total_energy_ha=-4207.37647 total_charge=-2 orbital_gap_ha="0.222 / 0.221" homo_energy_ev="-2.0 / -2.0" s2=0.80
Ru 0.98738 0.02005 0.10938
C 1.27108 -2.73865 2.70308
Si 2.16178 -1.14505 3.25588
C 1.60588 -0.98785 5.11048
C 4.03898 -1.59135 3.25598
N 1.83598 0.33985 2.43328
P -1.18832 -0.08445 0.99828
C -2.05112 0.03855 -0.50232
P -1.30372 -0.23645 -2.04172
N 0.24858 -0.01435 -2.39212
Si 1.07488 0.02405 -3.90052
C 2.92398 -0.35885 -3.67872
C 0.92378 1.76605 -4.70712
C 0.60348 -1.16545 -5.34652
C -1.84232 -1.89765 -2.59092
C -3.19272 -2.22765 -2.51852
C -3.60962 -3.51545 -2.79252
C -2.68192 -4.48235 -3.15062
C -1.33662 -4.15965 -3.22842
C -0.91782 -2.87375 -2.93872
C -2.34732 0.86605 -3.08112
C -2.92272 1.98295 -2.48932
C -3.58022 2.93215 -3.24922
C -3.66492 2.77195 -4.62402
C -3.11592 1.64935 -5.22452
C -2.46562 0.70035 -4.45472
C -1.90742 -1.47665 1.92158
C -2.05422 -1.46375 3.31078
C -2.39932 -2.61435 3.98758
C -2.60402 -3.80125 3.29788
C -2.47252 -3.82255 1.91608
C -2.12912 -2.67415 1.23228
C -1.78072 1.31925 2.01058
C -1.05412 1.66605 3.14838
C -1.42422 2.75325 3.91418
C -2.50712 3.53255 3.53908
C -3.21952 3.20815 2.39498
C -2.86432 2.10695 1.63968
H 1.05028 -3.36345 3.56538
H 1.88138 -3.32605 2.02428
H 0.33138 -2.53305 2.20488
H 2.39898 -1.29675 5.78738
H 0.74338 -1.61795 5.30908
H 1.33558 0.03265 5.36688
H 4.33168 -2.11835 4.16138
H 4.65558 -0.70215 3.17368
H 4.29188 -2.22795 2.41248
H 3.39338 0.28125 -2.94022
H 3.44638 -0.23115 -4.62342
H 3.07468 -1.38615 -3.36112
H 1.48708 2.51435 -4.15722
H -0.11032 2.09895 -4.75372
H 1.31068 1.74485 -5.72352
H 1.01468 -2.15925 -5.19762
H 1.02278 -0.78095 -6.27382
H -0.46432 -1.28135 -5.49882
H -3.90442 -1.46705 -2.22752
H -4.65992 -3.77765 -2.72322
H -3.00502 -5.49535 -3.35482
H -0.61382 -4.91705 -3.50392
H 0.13088 -2.62255 -2.96022
H -2.84452 2.08235 -1.41582
H -4.02362 3.80055 -2.77532
H -4.15652 3.52325 -5.22892
H -3.19342 1.52015 -6.29882
H -2.04552 -0.18055 -4.91662
H -1.87452 -0.54875 3.85488
H -2.49372 -2.59105 5.06638
H -2.84822 -4.70855 3.83508
H -2.61952 -4.74905 1.37618
H -1.99362 -2.69685 0.15778
H -0.18052 1.08145 3.39958
H -0.85202 3.00725 4.79598
H -2.78522 4.40045 4.12328
H -4.05252 3.83145 2.09188
H -3.42282 1.84515 0.75148
C -0.67672 3.76495 -0.77402
C -0.70452 4.41615 0.45418
C 0.21768 4.01815 1.40548
C 1.11418 2.97645 1.14908
N 1.07458 2.29215 -0.01672
C 0.20708 2.72305 -0.95422
C 2.16028 2.74275 2.15888
C 2.86208 3.88625 2.53858
C 3.80048 3.88715 3.55068
C 3.98818 2.70785 4.25748
C 3.31878 1.56705 3.89958
C 2.43018 1.49375 2.79388
H -1.32442 4.06395 -1.58462
H -1.40992 5.21275 0.65458
H 0.24928 4.50655 2.36828
H 0.25848 2.22675 -1.91622
H 2.67808 4.80255 1.98858
H 4.37558 4.77195 3.79338
H 4.68078 2.67795 5.09138
H 3.48338 0.67055 4.47158
S 3.46118 -0.61655 -0.30232
C 2.86608 -2.18595 -0.65132
S 1.16758 -2.41835 -0.47322
C 3.68598 -3.23635 -1.06422
C 5.05038 -3.09855 -1.32792
N 6.17568 -3.05195 -1.58232
C 3.18218 -4.52285 -1.27162
N 2.83308 -5.60915 -1.44772


2.
114
Properties=species:S:1:pos:R:3 method="wB97M-V/def2-TZVPD" e_lumo_ev=0.06 total_energy_ha=-10613.33890 total_charge=0 orbital_gap_ha=0.274 homo_energy_ev=-7.4
Ba 14.77980 13.10962 16.49006
C 14.33976 9.12800 18.52977
C 14.43369 10.02587 19.74397
S 15.02937 11.71925 19.42966
C 14.24509 12.45724 20.87898
C 14.41687 13.96241 20.91568
S 13.61974 14.72961 19.46906
C 11.90656 14.35257 19.84486
C 10.93779 14.07272 18.70331
S 11.40817 12.76974 17.53174
C 11.42344 11.26935 18.51726
C 11.71897 10.00096 17.68006
S 13.44023 9.79655 17.00394
H 13.81382 8.24800 18.89996
H 15.30769 8.81637 18.18360
H 15.14466 9.55893 20.39800
H 13.46117 10.03900 20.25894
H 14.67449 11.95133 21.71559
H 13.17062 12.23937 20.85313
H 15.48877 14.26461 20.84284
H 13.99818 14.41673 21.81901
H 11.44853 15.15852 20.45542
H 11.83629 13.49268 20.42612
H 10.77977 15.00991 18.09682
H 9.96030 13.71849 19.15145
H 10.40021 11.11275 18.91597
H 12.15112 11.25975 19.31666
H 11.05278 9.92046 16.80006
H 11.57429 9.12441 18.31127
Se 14.72219 15.79408 10.44460
P 12.77382 15.89212 11.11108
C 11.56432 14.74438 10.48986
C 11.60219 14.42370 9.15729
C 10.55014 13.81139 8.53974
C 9.38704 13.53892 9.25250
C 9.35979 13.76006 10.62237
C 10.44652 14.34170 11.24020
C 11.89158 17.44643 10.85662
C 10.67545 17.66632 11.50288
C 9.86886 18.74421 11.16551
C 10.30813 19.68745 10.22533
C 11.57249 19.51054 9.65441
C 12.39941 18.40864 9.97169
C 12.87046 15.37054 12.85385
C 13.11617 15.82893 14.16475
N 13.24760 14.71854 14.90611
N 13.16286 13.67156 14.11079
N 12.95661 14.03159 12.87704
P 13.20370 17.42171 15.04981
Se 14.54965 17.35233 16.77672
C 11.48476 17.87717 15.44442
C 10.44328 17.16857 14.88009
C 9.10596 17.51460 14.94831
C 8.83014 18.73597 15.59724
C 9.85060 19.50315 16.18192
C 11.17764 19.06971 16.10724
C 13.81216 18.53982 13.73686
C 13.10192 19.70735 13.50296
C 13.58325 20.61830 12.59154
C 14.72823 20.38087 11.87495
C 15.40188 19.17676 12.10730
C 14.98192 18.28448 13.07438
H 12.50258 14.61158 8.54735
H 10.54322 13.64996 7.45837
H 8.50259 13.14100 8.79567
H 8.50326 13.55516 11.19293
H 10.51738 14.48432 12.32112
H 10.23812 16.95013 12.20897
H 8.90917 18.87238 11.61392
H 9.60049 20.46277 9.98182
H 11.90251 20.28788 8.95928
H 13.38015 18.29334 9.48572
H 10.72602 16.28337 14.35145
H 8.30956 16.89673 14.52733
H 7.80068 19.10804 15.63542
H 9.54696 20.39827 16.71561
H 11.93466 19.68202 16.58973
H 12.16964 19.91089 13.97584
H 13.09294 21.61720 12.48180
H 15.05140 21.11449 11.17514
H 16.38826 19.03373 11.70148
H 15.60035 17.42139 13.26880
S 15.20768 11.21176 11.68259
C 15.85101 12.73203 11.43016
C 16.26603 13.32661 12.59138
N 15.99688 12.60749 13.67692
C 15.40617 11.47892 13.38770
H 15.95476 13.08091 10.38647
H 16.77941 14.31400 12.72287
H 15.15349 10.75402 14.13292
N 20.18578 7.89732 20.86455
C 19.76889 8.52606 19.71814
C 19.28021 7.78736 18.61065
C 18.63044 8.46776 17.58567
C 18.41775 9.82212 17.72924
C 18.90940 10.58930 18.81082
C 19.66524 9.94173 19.75970
S 17.43306 10.39018 16.40210
O 16.28804 9.56411 16.26506
O 18.22750 10.43608 15.20385
N 16.96637 11.83206 16.90231
C 17.64464 12.98995 16.78350
S 19.16524 13.18383 16.03639
C 18.99030 14.92090 16.20472
C 17.76887 15.17407 16.70668
N 17.00834 14.10972 17.08194
H 20.34969 6.89942 20.70794
H 20.97513 8.27891 21.39028
H 19.47063 6.73840 18.63258
H 18.30718 7.94867 16.71049
H 18.66766 11.64590 18.86016
H 20.06652 10.42830 20.68650
H 19.68212 15.53160 15.67792
H 17.31631 16.12022 16.82179